w | 18
Properties=species:S:1:pos:R:3 method="wB97M-V/def2-TZVPD" smiles=COC(C)(C)C orbital_gap_ev=10.447 e_homo_ev=-9.5
C -1.79307 0.01640 1.17334
O -0.56905 0.65971 0.92306
C 0.30929 0.14362 -0.08376
C 0.28415 -1.38676 -0.19441
C -0.05727 0.78222 -1.42471
C 1.69831 0.59848 0.36489
H -1.76802 -0.49557 2.14816
H -2.05896 -0.73404 0.41569
H -2.59609 0.76481 1.19751
H -0.59101 -1.75453 -0.74539
H 1.17503 -1.72422 -0.73780
H 0.29823 -1.84759 0.80130
H -1.09127 0.53772 -1.69575
H 0.03309 1.87147 -1.35458
H 0.59805 0.42504 -2.22822
H 1.68569 1.67119 0.58329
H 2.00053 0.06617 1.27389
H 2.44236 0.40586 -0.41652

---

x | 18
Properties=species:S:1:pos:R:3 method="wB97M-V/def2-TZVPD" smiles=CCCCCO orbital_gap_ev=11.189 e_homo_ev=-10.2
C -1.73888 0.35026 1.27350
C -0.64335 -0.71689 0.98975
C 0.77866 -0.15804 0.78784
C 1.01467 0.80078 -0.34647
C 0.62299 0.31866 -1.75872
O 0.98010 -1.11078 -1.74435
H -2.51210 0.30458 0.50866
H -1.33510 1.36288 1.30673
H -2.22762 0.06446 2.21051
H -1.00578 -1.32382 0.15714
H -0.49412 -1.51038 1.73604
H 1.46852 -0.99800 0.66138
H 1.21458 0.15067 1.74440
H 2.04504 1.16725 -0.38817
H 0.45742 1.73494 -0.17065
H 1.18830 0.69984 -2.59169
H -0.46803 0.36313 -1.82145
H 0.65471 -1.49954 -2.55447

---

y | 18
Properties=species:S:1:pos:R:3 method="wB97M-V/def2-TZVPD" orbital_gap_ev=8.998 e_homo_ev=-8.0
C -2.31229 -0.12669 -1.53846
C -0.94825 -0.57314 -1.05209
O -0.55529 0.32489 -0.02595
C 0.77031 0.28791 0.34726
C 1.10081 1.38766 1.24596
C 1.45077 -0.92967 0.55909
H -2.25931 0.88770 -1.94522
H -3.02583 -0.12684 -0.70923
H -2.68244 -0.79965 -2.31846
H -0.99470 -1.59761 -0.65810
H -0.20972 -0.55945 -1.86686
H 1.40438 1.14330 -0.24716
H 2.14385 1.51002 1.51730
H 0.92159 0.18377 2.58066
H 0.47830 2.27792 1.20913
H 1.09877 -1.84828 0.09816
H 1.05881 -0.60508 2.25171
H 2.52492 -0.87314 0.71352

---

Pick w: it beats the second-best structure by 0.444 eV.

---

w | 18
Properties=species:S:1:pos:R:3 method="wB97M-V/def2-TZVPD" smiles="CC=C(C)C.O" orbital_gap_ev=10.072 e_homo_ev=-9.2
C -1.31059 -1.72855 0.09646
C -0.00321 -1.07073 0.43751
C 0.60453 -0.10648 -0.25472
C 1.95475 0.44390 0.14402
C 0.04515 0.44952 -1.54401
H -1.99235 -1.00614 -0.35366
H -1.75960 -2.12022 1.00671
H -1.20970 -2.56845 -0.59103
H 0.42900 -1.32091 1.40084
H 1.92868 1.53529 0.18168
H 2.18314 0.10449 1.15547
H 2.75805 0.11635 -0.51284
H 0.82800 0.87768 -2.16385
H -0.49812 -0.29712 -2.12160
H -0.65539 1.25768 -1.30785
O -1.30913 1.78931 1.80506
H -1.23127 2.54096 1.23115
H -0.76192 1.10340 1.39067

---

x | 18
Properties=species:S:1:pos:R:3 method="wB97M-V/def2-TZVPD" orbital_gap_ev="8.115 / 8.400" e_homo_ev="-7.5 / -7.6"
C -2.56816 0.33672 -0.48896
C -1.04447 0.32503 -0.59526
C -0.32308 0.38694 0.74819
C 1.65364 -1.56667 0.53003
O 2.51041 -0.60440 0.60444
C 2.45925 0.48943 -0.14001
H -2.93552 -0.53472 0.06731
H -3.03551 0.31700 -1.48040
H -2.91943 1.23611 0.02968
H -0.71311 1.17524 -1.20465
H -0.74416 -0.57931 -1.14669
H -0.57631 1.30687 1.28188
H -0.66249 -0.43937 1.39346
H 1.72333 -2.32610 1.29154
H 1.06746 -1.69876 -0.37341
H 3.22228 1.21465 0.08434
H 0.79131 0.57861 0.55584
H 2.09457 0.38273 -1.15733

---

y | 18
Properties=species:S:1:pos:R:3 method="wB97M-V/def2-TZVPD" smiles=CCCCOC orbital_gap_ev=10.859 e_homo_ev=-9.7
C 0.81731 2.35051 0.32299
C 0.13935 1.10397 -0.24793
C -0.21726 0.08139 0.84177
C -1.20505 -1.03087 0.42924
O -0.62309 -2.27264 0.09532
C 0.26179 -2.17053 -0.98854
H 0.21954 2.77560 1.13829
H 0.93810 3.12555 -0.44244
H 1.81153 2.12651 0.72883
H 0.79101 0.66121 -1.01426
H -0.77887 1.40415 -0.77156
H 0.69666 -0.38189 1.24013
H -0.66080 0.63174 1.68330
H -1.88685 -1.26091 1.25314
H -1.82266 -0.67983 -0.41708
H 0.64712 -3.16995 -1.20079
H 1.11095 -1.51024 -0.75682
H -0.23876 -1.78379 -1.89359

---

Pick w: it beats the second-best structure by 0.200 eV.

---

w | 18
Properties=species:S:1:pos:R:3 method="wB97M-V/def2-TZVPD" smiles=COC(C)(C)C orbital_gap_ev=10.593 e_homo_ev=-9.7
C 2.05744 0.66684 -0.43836
O 1.17651 -0.47087 0.21060
C -0.26999 -0.31488 0.19775
C -0.43365 0.31776 -1.15275
C -1.12392 -1.61154 0.23831
C -0.71169 0.57366 1.36703
H 2.47824 1.13496 0.43530
H 1.86770 1.56641 -1.11572
H 2.70381 0.05869 -1.05616
H -0.20585 -0.42196 -1.92917
H -1.33872 0.87693 -1.33516
H 0.39919 0.99899 -1.14549
H -0.85017 -2.32637 -0.54407
H -1.09452 -2.11703 1.20756
H -2.18241 -1.33262 0.06063
H -0.62752 0.04494 2.32552
H -0.08752 1.47025 1.42649
H -1.75695 0.88583 1.24770

---

x | 18
Properties=species:S:1:pos:R:3 method="wB97M-V/def2-TZVPD" smiles=COC(C)(C)C orbital_gap_ev=10.450 e_homo_ev=-9.5
C 2.02515 -0.27380 -0.16377
O 1.02683 0.51214 0.42136
C -0.34864 0.22216 0.10638
C -0.61015 1.07050 -1.17741
C -0.68439 -1.26161 -0.17402
C -0.95731 0.52161 1.49767
H 2.84308 0.40969 -0.41717
H 1.68400 -0.77154 -1.08327
H 2.35989 -1.02648 0.56671
H 0.35221 1.00726 -1.69364
H -1.35878 0.73778 -1.91732
H -0.75523 2.13610 -0.97873
H -0.49316 -1.60856 -1.19669
H -0.17780 -1.93210 0.52714
H -1.75617 -1.40610 0.00377
H -0.36066 -0.12190 2.15230
H -0.78737 1.54110 1.85545
H -2.00150 0.24373 1.67123

---

y | 18
Properties=species:S:1:pos:R:3 method="wB97M-V/def2-TZVPD" smiles="C/C=C/CC.O" orbital_gap_ev=10.138 e_homo_ev=-9.2
C 2.15410 1.04779 -1.12078
C 0.71099 0.56000 -1.17399
C 0.19143 -0.16649 -0.19327
C -1.29895 -0.46372 -0.10261
C -2.19609 0.71976 0.24719
H 2.31346 2.00981 -1.59836
H 2.78541 0.30331 -1.61818
H 2.49882 1.12144 -0.09060
H 0.26179 0.82339 -2.12517
H 0.80949 -0.52291 0.61870
H -1.59298 -0.89161 -1.07242
H -1.39739 -1.32557 0.55914
H -1.73655 1.61920 -0.14932
H -2.31338 0.83381 1.32514
H -3.17909 0.58091 -0.19656
O 1.00852 -2.27050 2.29303
H 0.34647 -2.40880 1.59401
H 0.63395 -1.56982 2.80404

---

Pick x: it beats the second-best structure by 0.055 eV.